Entry A
C19H34GaN4O7P2 | wB97M-V/def2-TZVPD

Its molar mass is 562.17 g mol⁻¹. For the highest occupied orbital energy, the calculation gives -10.1583 eV. Its net charge is +1.

Atoms and positions in Å:
Ga -0.11998 -1.11760 0.14381
N -1.88494 -3.67364 3.15595
C -2.61651 -2.65687 2.26907
C -4.09921 -2.70138 2.66094
P -1.88051 -1.02049 2.73731
O -2.89178 0.05970 2.12797
O -1.78830 -1.04335 4.20385
O -0.58998 -0.85488 1.93333
P -2.34181 -3.32796 0.54534
O -3.78653 -3.18049 -0.09613
O -1.89905 -4.72944 0.76168
O -1.41858 -2.40820 -0.24660
H -2.49711 -3.98041 3.91145
H -1.05483 -3.27467 3.59976
H -1.65323 -4.47332 2.53578
H -4.22399 -2.36741 3.69345
H -4.49845 -3.71208 2.55930
H -4.67946 -2.05860 2.00520
H -3.53996 0.34503 2.78402
H -3.99266 -3.87787 -0.73082
C 5.09135 1.74157 -2.39036
C 3.89597 1.55844 -1.48889
C 3.32176 2.64495 -0.83940
C 2.25365 2.45750 0.03092
C 1.64066 3.61654 0.77567
C 1.76386 1.17503 0.22237
C 2.27696 0.06246 -0.46179
C 3.37032 0.28256 -1.30131
N 1.66220 -1.18917 -0.26211
C 2.39796 -2.47944 -0.34060
C 3.71395 -2.38484 0.43227
C 1.54414 -3.54784 0.34599
C 2.61582 -2.94879 -1.78378
H 5.28841 2.79639 -2.57908
H 4.94278 1.24485 -3.35077
H 5.98567 1.31078 -1.93459
H 3.72820 3.63932 -0.98899
H 2.25438 4.51196 0.68957
H 1.51968 3.38893 1.83612
H 0.65149 3.85904 0.37522
H 1.01315 1.03365 0.99800
H 3.82905 -0.53104 -1.84193
H 3.51296 -2.16991 1.48419
H 4.37251 -1.60495 0.05337
H 4.24617 -3.33543 0.36841
H 1.29013 -3.23674 1.36718
H 2.10030 -4.48079 0.42248
H 0.63158 -3.76390 -0.20778
H 3.28844 -2.31053 -2.35022
H 1.65974 -2.98121 -2.31112
H 3.03874 -3.95546 -1.78514
N -1.04996 0.36818 -0.77849
C -1.42000 1.44217 -0.98413
N -1.85716 2.63988 -1.22396
C -2.56488 3.40424 -0.17115
C -3.60788 4.27112 -0.84511
O -3.01693 5.07479 -1.84817
C -2.46795 4.28699 -2.88869
C -1.33694 3.42685 -2.36618
H -1.84061 4.02483 0.35949
H -3.01834 2.70181 0.52583
H -4.04863 4.94437 -0.11328
H -4.39840 3.64526 -1.27549
H -2.08849 4.97045 -3.64466
H -3.24409 3.65542 -3.33680
H -0.51181 4.04997 -2.01687
H -0.97308 2.74370 -3.13088


Entry B
C19H34GaN4O7P2 | wB97M-V/def2-TZVPD

Its molar mass is 562.17 g mol⁻¹. For the highest occupied orbital energy, the calculation gives -10.0452 eV. Its net charge is +1.

Atoms and positions in Å:
Ga -0.08874 -1.05287 0.13027
N -1.80579 -3.65571 3.09130
C -2.56344 -2.58895 2.31290
C -4.01732 -2.58785 2.77603
P -1.75305 -0.98636 2.79421
O -2.76383 0.14664 2.28624
O -1.56660 -1.05974 4.24696
O -0.49889 -0.82056 1.93277
P -2.39777 -3.16515 0.54615
O -3.84519 -2.92686 -0.05894
O -2.01548 -4.59516 0.67942
O -1.43465 -2.28441 -0.24690
H -2.36014 -4.01716 3.86529
H -0.94362 -3.28253 3.49264
H -1.63334 -4.42334 2.37569
H -4.07197 -2.27616 3.82158
H -4.45900 -3.57944 2.66167
H -4.60481 -1.89731 2.17632
H -3.38644 0.38777 2.99021
H -4.06843 -3.58152 -0.73975
C 5.48468 1.62120 -1.98909
C 4.17185 1.49420 -1.26594
C 3.55667 2.60758 -0.71133
C 2.37766 2.46701 0.00916
C 1.70092 3.66475 0.62316
C 1.83161 1.20332 0.15572
C 2.38415 0.06050 -0.44638
C 3.57851 0.24057 -1.14999
N 1.71128 -1.16856 -0.30309
C 2.38520 -2.48097 -0.43185
C 3.62466 -2.55253 0.46912
C 1.39710 -3.53681 0.07444
C 2.70218 -2.82724 -1.89351
H 5.74810 2.66530 -2.14836
H 5.45090 1.12084 -2.95739
H 6.28213 1.15687 -1.40576
H 4.01082 3.58549 -0.81879
H 2.34643 4.53995 0.58268
H 1.43448 3.47759 1.66474
H 0.78290 3.90490 0.07781
H 0.99078 1.07665 0.83181
H 4.08036 -0.58394 -1.62889
H 3.32495 -2.42550 1.51105
H 4.35741 -1.78500 0.24032
H 4.10382 -3.52590 0.35822
H 1.06888 -3.27353 1.08821
H 1.86407 -4.51881 0.11378
H 0.53046 -3.60040 -0.58686
H 3.45487 -2.18007 -2.33305
H 1.79282 -2.74013 -2.49080
H 3.06414 -3.85442 -1.95931
N -1.10405 0.37871 -0.79938
C -1.52565 1.43189 -1.02291
N -2.03052 2.59101 -1.28260
C -2.61763 3.40337 -0.20076
C -3.78000 4.20422 -0.77178
O -3.36871 4.94729 -1.90016
C -2.93317 4.10631 -2.94848
C -1.70645 3.30910 -2.52800
H -1.85641 4.08906 0.18032
H -2.94634 2.74441 0.60132
H -4.12447 4.92176 -0.02972
H -4.60806 3.53624 -1.04101
H -2.68244 4.74960 -3.78913
H -3.73950 3.42235 -3.24246
H -0.86852 3.98618 -2.34232
H -1.42434 2.59226 -3.29680


The most stable of them is entry A.


Entry A
C4H8N4 | wB97M-V/def2-TZVPD

Its molar mass is 112.14 g mol⁻¹. For the highest occupied orbital energy, the calculation gives -8.2638 eV. As for the structure (SMILES): N[C@H]1[C@H]2NC=NN[C@H]12.

Atoms and positions in Å:
N -2.09541 0.81726 -1.35908
C -1.14654 0.86780 -0.31021
C -0.49812 -0.20639 0.37222
N -0.01157 -1.53081 0.09825
C 1.22812 -1.41791 0.94361
N 1.87353 -0.31606 1.21952
N 1.56391 1.00485 0.65076
C 0.35641 0.80715 -0.30635
H -1.52161 0.12659 -1.98838
H -2.37399 1.78590 -1.81143
H -1.34086 1.66807 0.34843
H -0.47727 -0.14819 1.52560
H -0.41178 -2.46106 0.31336
H 1.70921 -2.40913 1.32758
H 2.55346 1.25322 0.20945
H 0.59250 0.15869 -1.23332


Entry B
C4H8N4 | wB97M-V/def2-TZVPD

Its molar mass is 112.14 g mol⁻¹. For the highest occupied orbital energy, the calculation gives -8.4632 eV.

Atoms and positions in Å:
C 0.36663 -0.89554 -0.22255
C 1.22740 0.26371 0.22400
C 0.49570 1.32800 0.27128
C -0.92577 0.97997 -0.06820
H -2.22714 -2.01801 -0.15098
H -1.64899 -0.94685 1.28608
H 0.16929 -1.60996 0.72833
H 0.49337 -1.50538 -1.24018
H 3.42326 -0.31574 0.78394
H 3.23382 1.04523 -0.78518
H 0.49386 2.36654 0.02989
H -2.76003 0.87891 -0.25926
N -2.08525 -0.99990 0.15631
N -0.92044 -0.37352 -0.39330
N 2.67854 0.07152 -0.18044
N -2.01425 1.73100 -0.17976


The most stable of them is entry A.


Entry A
C4H8N4 | wB97M-V/def2-TZVPD

Its molar mass is 112.14 g mol⁻¹. For the highest occupied orbital energy, the calculation gives -7.9846 eV. As for the structure (SMILES): C=NN/C=C\N=N/C.

Atoms and positions in Å:
C -3.03854 -1.29504 -0.12226
N -1.89027 -0.77632 0.39872
N -1.84413 0.50171 -0.09334
C -0.73996 1.32485 -0.05012
C 0.58675 0.84376 -0.02912
N 0.89097 -0.49673 -0.49909
N 1.96501 -1.15835 -0.33329
C 3.15008 -0.46695 0.19146
H -3.65745 -0.58758 -1.01369
H -3.35055 -2.28666 0.53083
H -2.85830 0.90603 -0.18120
H -0.94320 2.48288 0.06276
H 1.39028 1.64239 -0.07752
H 3.19910 0.73130 -0.20560
H 3.11554 -0.24959 1.37413
H 4.02466 -1.11571 0.04732


Entry B
C4H8N4 | wB97M-V/def2-TZVPD

Its molar mass is 112.14 g mol⁻¹. For the highest occupied orbital energy, the calculation gives -8.1218 eV. As for the structure (SMILES): [H]/N=C\NC(=C)N/C=N/[H].

Atoms and positions in Å:
H 3.13230 -1.13987 -0.57518
N 2.48507 -1.60645 0.12041
C 1.52384 -0.83910 0.42511
N 1.10238 0.34315 -0.19682
C -0.08235 0.97923 0.05366
C -0.22060 2.32071 -0.04274
N -1.12991 0.19614 0.49424
C -1.44475 -0.95672 -0.18920
N -2.52736 -1.59775 -0.04111
H -2.55485 -2.52331 -0.55392
H 0.71444 -1.24259 1.12682
H 1.88304 0.83042 -0.69000
H -0.87383 2.94785 0.59866
H 0.49465 2.86821 -0.66932
H -1.94185 0.71434 0.88839
H -0.56020 -1.29426 -0.74899


The most stable of them is entry B.


Entry A
C4H8N4 | wB97M-V/def2-TZVPD

Its molar mass is 112.14 g mol⁻¹. For the highest occupied orbital energy, the calculation gives -9.4051 eV. As for the structure (SMILES): [H]/N=C(N)/C(=N\[H])N1CC1.

Atoms and positions in Å:
H -3.15321 0.13010 -0.39888
N -2.38780 0.81060 -0.09694
C -1.27622 0.14921 0.22941
N -1.44960 -1.26783 0.19250
C -0.04760 0.86605 0.50384
N 0.12882 2.08918 0.14136
H -0.72957 2.31012 -0.58890
N 1.06577 -0.00738 0.98638
C 2.37464 0.18166 -0.14501
C 1.08669 -0.92167 -0.43933
H -2.53393 -1.28071 0.27140
H -0.78956 -1.76871 1.06781
H 3.43623 0.00243 0.49265
H 2.39513 1.17493 -0.68369
H 1.15250 -2.03639 -0.27122
H 0.72773 -0.43158 -1.26138


Entry B
C4H8N4 | wB97M-V/def2-TZVPD

Its molar mass is 112.14 g mol⁻¹. For the highest occupied orbital energy, the calculation gives -8.0787 eV. As for the structure (SMILES): C1NN=C2NNC[C@@H]12.

Atoms and positions in Å:
C -1.57332 0.76648 -0.06386
N -2.20660 -0.54048 -0.17073
N -1.15588 -1.45456 -0.27179
C -0.05165 -0.97901 0.11745
N 1.24790 -1.37501 0.22831
N 2.12879 -0.22641 0.00975
C 1.25491 0.90641 -0.26871
C -0.05707 0.41751 0.41861
H -2.02885 1.41478 0.65852
H -1.60270 1.20070 -0.97935
H -2.68196 -0.61732 0.70255
H 1.37656 -2.37261 -0.30995
H 2.84923 -0.58636 -0.75458
H 1.62317 1.76931 0.45368
H 1.09038 1.24786 -1.40317
H -0.21289 0.42871 1.63329


The most stable of them is entry B.


Entry A
C4H8N4 | wB97M-V/def2-TZVPD

Its molar mass is 112.14 g mol⁻¹. For the highest occupied orbital energy, the calculation gives -8.0802 eV.

Atoms and positions in Å:
C 1.25244 -0.65633 0.47692
C -1.29676 0.82006 1.12998
C -0.98616 1.09587 -0.32879
C 1.25653 -0.64222 -1.07656
H 2.02529 -1.25415 0.96018
H 1.81936 0.39842 0.71378
H 0.23071 -2.01251 1.43936
H -1.90059 1.28002 1.88020
H 0.03401 1.14967 -0.59000
H -1.57111 2.11736 -0.58740
H -1.60358 0.06355 -2.05576
H 2.59444 -0.38415 -1.61645
N -0.09733 -1.02998 1.00055
N -1.03165 -0.37677 1.70203
N -1.06204 -0.23890 -1.15310
N 0.33643 -0.32995 -1.89494


Entry B
C4H8N4 | wB97M-V/def2-TZVPD

Its molar mass is 112.14 g mol⁻¹. For the highest occupied orbital energy, the calculation gives -8.8140 eV. As for the structure (SMILES): CN(N)C1=NC=NC1.

Atoms and positions in Å:
C 1.83430 0.96436 0.13027
N 1.02103 -0.17680 -0.26304
N 1.52923 -1.46533 -0.03534
C -0.30772 -0.16712 -0.15329
N -1.04988 -1.27352 -0.09855
C -2.36114 -0.82211 0.09054
N -2.58234 0.44342 0.07735
C -1.24548 1.01359 -0.19711
H 2.87696 0.72407 -0.14033
H 1.81796 1.02905 1.23258
H 1.46106 1.91403 -0.29663
H 1.11181 -2.05185 -0.77668
H 1.24557 -1.85200 0.87414
H -3.14745 -1.50867 0.27015
H -1.20869 1.41449 -1.20887
H -0.99522 1.81440 0.49481


The most stable of them is entry B.